90
Properties=species:S:1:pos:R:3:lowdin_charge:R:1 method="wB97M-V/def2-TZVPD" homo_energy_ev=-8.238 fmax_ev_per_a=9.0 smiles="CCCCc1c(CCC(=O)Nc2ccccc2)c([PH2]=N)c2c(c1CCCCCCCOC)C(=O)N(COCCC)C2=O" homo_lumo_gap_ev=6.72 spin_multiplicity=1 charge=0 lumo_energy_ev=-1.522
C -1.11 4.09 -1.49 -0.207
H 4.08 3.41 -0.20 0.081
H 3.71 1.03 6.31 0.070
H -0.28 -3.64 3.76 -0.028
C 2.66 1.16 5.80 -0.146
H 0.02 -1.79 -1.55 0.119
H -1.00 -9.79 0.81 0.074
H -1.53 4.48 0.73 0.119
H -1.71 3.64 5.40 0.159
H -2.41 2.17 6.43 0.159
C -2.10 0.47 2.53 -0.015
C 0.28 2.40 6.37 -0.216
H 5.42 2.06 -0.22 0.078
H 1.59 -2.77 1.20 0.113
H 1.46 0.01 -5.48 0.090
H -0.08 1.64 -2.35 0.081
C -2.65 2.96 2.94 -0.197
C -0.77 3.82 0.09 -0.165
C 0.62 1.12 -1.54 -0.160
C -2.62 3.39 -3.71 -0.213
H 1.16 -0.74 -7.21 0.099
C -0.01 -1.97 -0.37 -0.195
H 0.77 3.41 6.01 0.134
C 1.85 -3.77 -0.85 -0.235
H -0.37 2.67 7.33 0.124
C -0.90 1.67 -5.02 -0.184
C -0.70 1.36 -6.62 -0.208
C 0.46 -8.65 -0.87 -0.077
N -0.45 -3.44 2.74 -0.349
H -3.36 3.59 -1.55 0.130
H -3.37 2.52 -4.02 0.119
H -2.27 2.05 -1.88 0.108
H -1.03 0.23 -6.78 0.126
H 2.61 0.47 -6.91 0.112
H 0.97 0.11 -2.03 0.113
H 2.41 0.20 5.15 0.081
C 4.27 2.24 -0.06 -0.153
C 1.92 2.11 -1.36 -0.206
H -1.64 0.93 -4.47 0.121
P -1.82 -2.56 2.55 0.739
H 3.97 1.97 1.06 0.087
C -2.36 3.22 -2.10 -0.209
C 0.91 -7.18 -1.50 -0.016
H -0.11 4.01 -2.09 0.083
H 0.96 -4.56 -2.63 0.121
H 3.16 0.31 -0.59 0.084
H -1.40 -4.87 0.64 0.031
C -1.93 2.47 5.38 -0.156
H 1.80 2.93 -0.53 0.092
H 3.96 1.17 -2.08 0.114
H -1.44 5.24 -1.57 0.133
H 2.34 -1.66 -0.14 0.104
H -0.32 3.74 -4.24 0.101
H -2.74 -3.34 1.75 -0.004
O 3.09 -4.27 -0.99 -0.031
H 2.04 2.69 -2.39 0.123
C 3.35 1.35 -1.09 -0.248
C -0.58 -0.61 0.37 -0.044
H 0.90 -9.68 -1.26 0.083
H 1.70 -7.20 -2.38 0.089
H -3.16 4.40 -4.00 0.111
C -0.86 -5.85 0.23 -0.006
O -3.15 4.20 2.77 -0.011
C -0.66 -8.76 0.36 -0.074
C -1.29 3.22 -4.65 -0.209
H 0.29 4.28 0.29 0.117
C 1.47 0.24 -6.65 -0.135
H -2.36 -2.37 3.89 0.020
C 0.27 -5.73 -0.99 -0.159
H 1.96 1.70 7.91 0.113
O -0.60 1.81 5.32 -0.202
H -0.83 -2.81 -0.20 0.092
O -3.75 -0.26 4.57 -0.025
C 1.49 -2.43 0.09 -0.081
C -0.94 2.26 0.57 -0.013
H -1.54 3.76 -5.68 0.116
H 0.16 1.47 -4.51 0.091
C -1.84 1.97 1.92 0.043
H 0.97 0.26 7.14 0.111
H -1.44 2.02 -7.24 0.131
C 1.42 1.32 6.91 -0.207
C -0.30 0.94 -0.19 -0.010
N -2.81 2.12 4.20 -0.019
N 0.70 -4.42 -1.63 -0.015
C -1.47 -0.83 1.75 -0.172
H -2.15 -7.35 1.75 0.084
C -3.00 0.63 3.89 -0.186
C -1.31 -7.32 0.89 -0.065
H 2.66 2.12 5.10 0.079
O 0.71 1.44 -7.03 -0.255

***

61
Properties=species:S:1:pos:R:3:nbo_charge:R:1 method="wB97M-V/def2-TZVPD" homo_energy_ev="-14.113 / -14.116" fmax_ev_per_a=0.7 e_above_lowest_ev=0.000 homo_lumo_gap_ev="8.32 / 6.39" spin_multiplicity=2 charge=+2 lumo_energy_ev="-5.795 / -7.725"
H -2.35 -2.68 -1.53 0.262
F 2.87 -4.47 -1.63 -0.624
H -2.29 -5.92 4.22 0.244
H -4.11 -4.27 3.92 0.234
N 2.83 0.66 2.29 -0.422
H -0.66 -2.35 -4.49 0.254
H -4.35 0.02 1.82 0.266
C -1.10 0.39 -3.46 -0.699
H -1.82 0.08 -4.22 0.262
C -2.42 -1.74 -2.09 -0.934
H 1.38 2.38 -3.34 0.270
C 0.83 3.20 -2.88 -1.008
Y 0.60 -0.83 0.16 1.902
H -2.05 3.48 -0.29 0.308
H -4.88 -2.10 3.06 0.243
C -2.33 -0.58 1.46 0.116
N -1.35 -1.47 1.57 -0.570
C -0.83 -4.73 3.16 -0.146
C -3.62 -0.76 1.98 -0.238
C -3.12 -4.09 3.51 -0.175
H -2.09 2.31 -3.45 0.278
H -1.63 4.63 -1.60 0.277
F 2.50 -1.77 -1.15 -0.671
C -1.60 -2.62 2.27 0.147
H 3.34 0.65 3.16 0.412
P -0.45 2.57 -1.79 1.462
C -2.89 -2.88 2.81 -0.012
H 1.31 -0.28 3.12 0.406
P -0.75 -1.09 -2.42 0.760
S 2.55 1.21 -0.32 -0.271
C -1.24 3.90 -0.89 -1.009
C -2.03 0.68 0.68 0.767
F 4.44 -3.09 0.22 -0.628
O -2.92 1.43 0.35 -0.605
H 5.16 1.68 0.36 0.440
N 4.69 1.41 1.21 -0.736
C -2.12 -5.00 3.68 -0.182
H -0.50 4.38 -0.25 0.276
H 0.92 1.20 2.50 0.402
F 2.16 -2.10 1.29 -0.700
H -0.19 0.64 -4.00 0.244
H 0.42 -3.39 2.10 0.223
H -3.00 -1.03 -1.50 0.249
H -2.95 -1.94 -3.03 0.257
H -0.03 -5.44 3.31 0.241
C -1.67 1.61 -2.72 -0.783
F 2.43 -4.79 1.08 -0.630
H 0.08 -3.23 -3.13 0.268
C -0.03 -2.25 -3.61 -0.929
H 0.37 3.81 -3.67 0.279
C -0.58 -3.57 2.48 -0.228
H 1.52 3.81 -2.31 0.283
Sb 2.66 -3.41 -0.13 3.192
H 5.23 1.36 2.05 0.418
N 1.46 0.35 2.33 -0.670
F 0.72 -3.26 -0.36 -0.680
C -3.90 -1.92 2.65 -0.092
H -2.47 1.36 -2.03 0.286
H 0.97 -1.91 -3.90 0.260
C 3.41 1.07 1.15 0.350
O -0.77 0.83 0.38 -0.892

***

216
Properties=species:S:1:pos:R:3:lowdin_charge:R:1 method="wB97M-V/def2-TZVPD" homo_energy_ev=-7.593 fmax_ev_per_a=8.8 smiles="CC1(C)CCCC(C)(C)N1O.CC1(C)CCCC(C)(C)N1O.CC1(C)CCCC(C)(C)N1O.CC1(C)CCCC(C)(C)N1O.CC1(C)CCCC(C)(C)N1O.CC1(C)CCCC(C)(C)N1O.NC(N)=O.NC(N)=O.OCCO.OCCO" e_above_lowest_ev=0.000 homo_lumo_gap_ev=7.52 spin_multiplicity=1 charge=0 lumo_energy_ev=-0.071
N 2.49 -2.90 4.74 0.178
C -5.14 -5.38 5.28 -0.070
O -5.58 -1.62 -3.22 -0.025
N -4.94 -4.09 3.15 -0.111
H 1.40 -3.01 7.09 0.114
H 3.37 -5.06 -1.64 0.125
H 0.89 4.86 -3.92 0.112
H 1.98 -1.01 -1.49 0.061
H 3.84 -1.18 -10.22 0.073
H 7.08 -0.24 -1.46 0.117
N -4.57 3.05 4.06 -0.100
H -3.54 -3.36 -3.37 0.077
H 2.48 -0.44 4.04 0.053
H -1.14 5.25 -2.83 0.079
H -2.42 1.40 5.69 0.118
H 6.87 2.72 3.04 0.050
H 4.79 -1.36 0.46 0.121
H 0.48 3.22 0.06 0.089
H 7.86 1.49 5.22 0.112
H -5.56 -2.22 -3.97 0.103
C 4.13 5.93 -1.01 -0.056
H -2.24 -1.97 4.21 0.062
H -6.56 -3.25 2.85 0.111
H 3.85 6.82 -1.58 0.084
H -5.49 0.44 3.84 0.062
H -2.22 -5.16 4.46 0.095
H -4.07 2.54 -3.54 0.113
H -1.81 2.65 3.09 0.129
H -0.53 2.63 -1.24 0.065
C -4.63 1.97 5.10 -0.474
H 5.52 2.92 7.12 0.083
H 2.20 1.05 3.35 0.077
C 3.28 -2.04 -9.83 -0.050
H 2.93 -0.24 -4.20 0.067
C 3.66 3.70 -0.21 -0.032
H 4.88 -0.32 -7.92 0.107
H -4.11 3.34 6.64 0.084
N 3.16 -0.88 -7.62 -0.118
H -1.92 -0.50 -4.34 0.100
H 0.63 0.33 -0.14 0.115
H 4.68 -1.16 4.83 0.090
O 0.03 -0.49 2.37 -0.106
C -4.90 2.23 1.76 -0.029
H -3.70 -0.61 -0.99 0.072
C 2.42 -0.67 -6.33 -0.428
N 6.17 -0.05 -1.85 0.162
C -3.27 -1.22 -2.94 -0.458
H 7.06 3.69 6.57 0.091
H 2.62 2.32 -3.14 0.097
H 5.21 5.82 -1.09 0.088
H -1.80 0.41 3.92 0.097
H -1.07 5.32 -1.00 0.078
H 2.00 0.71 -9.48 0.076
C 5.07 -0.57 -1.39 -0.807
H 3.64 4.10 0.81 0.079
H -1.18 -0.51 -2.76 0.110
H -0.09 -1.59 -7.09 0.103
H 5.40 4.31 6.22 0.074
N 1.84 5.08 -1.22 -0.131
H -1.56 -6.06 3.15 0.105
H -3.62 1.44 -4.98 0.119
H -7.03 0.43 -4.36 0.072
H -2.74 -4.56 1.56 0.122
H 3.80 0.81 1.72 0.054
H -3.44 0.17 5.48 0.087
C 5.96 2.55 5.04 -0.444
H -4.27 -2.71 0.96 0.063
C -2.78 0.82 3.65 -0.186
H -2.48 -1.92 -1.05 0.083
H 0.61 -2.24 1.55 0.111
H 0.36 3.33 -3.75 0.098
H -0.16 6.31 -2.17 0.080
H 3.93 -1.58 -4.87 0.080
O 4.04 0.13 -7.96 -0.006
H -5.74 3.09 6.71 0.073
H -1.89 -2.91 -3.23 0.086
H -6.34 2.00 -4.86 0.078
H -3.90 -1.80 4.75 0.058
C 2.77 0.60 4.16 -0.026
C -0.51 5.30 -1.94 -0.026
H 2.80 -2.59 -10.64 0.089
H -0.15 -2.81 6.43 0.117
C 1.36 -2.52 -8.26 -0.145
H -1.48 -3.90 2.69 0.107
H -0.88 -1.58 0.79 0.099
C -3.40 -1.53 -1.49 -0.055
C 1.22 -2.72 5.00 -0.728
C -2.45 1.24 -3.14 -0.169
C 3.37 -0.68 -5.09 -0.054
C 3.24 4.71 -1.30 -0.491
H -3.03 -1.77 1.66 0.061
H -2.84 -2.51 -4.70 0.082
H 6.86 1.00 6.48 0.113
H 1.17 2.30 -1.20 0.055
H 1.67 -3.04 -0.79 0.013
C -2.70 2.08 2.81 -0.122
C -5.51 1.06 -2.10 -0.028
H 5.90 4.02 3.45 0.072
H 3.99 6.36 -0.02 0.074
O 1.51 5.67 -0.01 -0.003
H 4.70 3.38 -0.31 0.079
H 6.04 0.22 -2.82 0.119
C 4.48 1.37 2.37 -0.010
C -2.08 -0.23 -3.29 -0.122
C -2.51 -4.25 2.58 -0.132
H 0.11 -3.35 -6.64 0.119
C 5.05 -0.27 4.33 -0.115
N 5.39 -0.89 -0.21 0.173
H -5.79 0.56 -5.57 0.073
C 2.55 3.37 -3.43 -0.143
H -4.78 1.75 7.27 0.083
C 4.22 0.98 3.92 -0.451
H 3.59 3.46 5.51 0.096
H -3.34 4.98 2.96 0.100
H -4.48 4.66 1.69 0.086
C 6.04 3.43 6.31 -0.057
C 6.55 0.13 4.48 -0.184
H -5.82 2.10 -2.16 0.076
H 1.39 -5.58 -2.79 0.086
C 0.72 4.36 -1.84 -0.484
H 2.79 3.32 -4.49 0.095
H 7.58 3.99 4.07 0.079
H 4.09 -2.61 -9.37 0.080
H -6.26 -6.40 2.29 0.075
C 2.38 -1.38 -8.78 -0.459
C 2.25 -3.88 -3.12 -0.270
H -1.68 2.00 -3.26 0.085
O 1.90 -3.96 -0.64 -0.082
C 0.13 -1.35 1.13 -0.153
H -5.79 0.27 5.62 0.090
C 6.68 3.39 3.88 -0.015
O 1.53 -4.98 -3.53 -0.047
H 6.95 0.51 3.54 0.090
C -3.76 -6.37 3.44 -0.089
C 6.81 1.28 5.43 -0.142
C -3.77 1.56 -3.91 -0.112
H 0.53 -0.30 -9.03 0.072
C -3.96 -2.28 1.91 -0.030
C 0.44 3.08 -1.02 -0.024
C -2.45 -5.52 3.45 -0.176
H 1.87 -3.47 -8.37 0.108
H -4.20 -5.01 5.70 0.075
C -4.83 2.53 6.52 -0.039
H -6.69 1.38 4.59 0.084
H -4.52 2.42 0.75 0.085
O 4.06 -0.77 -1.97 0.092
H 6.32 -0.79 0.18 0.118
H -2.52 1.36 -2.06 0.091
H 4.00 5.02 -3.43 0.123
H -6.04 -4.82 5.56 0.093
C 1.53 -0.28 -9.47 -0.041
H 0.63 -2.69 -9.06 0.110
C -4.98 0.67 -3.54 -0.475
H -4.15 -2.27 -1.22 0.077
C -6.11 0.96 -4.62 -0.033
C -3.27 1.16 5.06 -0.123
C 1.08 4.00 -3.28 -0.108
H -5.20 -6.37 5.73 0.090
C 3.52 4.31 -2.75 -0.144
O -6.01 -3.36 3.62 -0.020
H -4.95 1.16 1.95 0.077
H -4.74 1.16 -1.34 0.041
C -3.63 4.23 2.22 -0.052
C 1.63 0.66 -6.26 -0.017
H 3.48 -3.29 -1.49 0.093
H 3.96 2.33 2.33 0.064
H 2.33 0.96 5.10 0.097
O 1.20 -1.36 -1.05 -0.081
H -3.99 -6.94 2.54 0.106
H 1.33 6.59 -0.24 0.103
H 7.19 -0.74 4.66 0.109
H 0.24 -1.03 3.14 -0.004
N -4.57 -0.74 -3.63 -0.098
C 1.54 -1.91 -5.89 -0.145
C -3.64 -3.35 3.07 -0.398
H 4.40 3.67 -2.69 0.108
H 0.87 -1.66 -5.07 0.108
H -4.71 -1.53 2.17 0.062
C -2.85 -2.55 -3.61 -0.049
H 2.36 1.40 -5.92 0.059
H -6.29 0.42 -1.70 0.083
C -5.70 0.96 4.78 -0.042
H 0.89 0.66 -5.47 0.077
H -6.31 3.59 3.56 0.074
H -3.60 -7.15 4.19 0.105
C 2.82 -4.12 -1.72 -0.232
H -7.19 -5.55 3.49 0.077
H -5.90 2.67 1.78 0.090
H -3.37 0.05 3.17 0.073
C 0.59 -2.44 -6.99 -0.177
N 4.57 2.10 4.80 -0.120
H -6.31 -7.13 3.81 0.083
O 0.42 -2.47 4.12 0.023
H 1.46 -0.37 -10.55 0.075
O -5.66 3.94 4.17 -0.005
H 1.11 1.03 -7.14 0.072
N 0.84 -2.90 6.26 0.184
H 1.58 -3.02 -3.08 0.104
H 3.08 -2.83 5.56 0.112
C 0.97 -0.67 0.13 -0.244
H -3.08 -3.13 5.25 0.058
H 1.97 -0.67 0.56 0.116
O 3.66 3.14 4.61 -0.006
C -4.99 -5.42 3.83 -0.505
H -2.45 1.81 1.78 0.117
H 5.48 1.28 1.95 0.065
C -3.17 -2.52 4.36 -0.011
C -3.98 2.90 2.70 -0.557
C -6.28 -6.14 3.35 -0.048
H 3.11 2.76 -0.30 0.067
H 2.18 -2.74 -5.57 0.090
H 3.04 -3.60 -3.81 0.105
H -2.84 4.28 1.47 0.085
H 4.01 0.12 -5.47 0.067
H 5.10 -0.83 3.39 0.091
H 2.77 -2.81 3.77 0.128